Entry 1:
{"formula": "C24H28N3SbSe4TeTi", "method": "ωB97M-V/def2-TZVPD", "e_homo_ev": [-1.4, -1.5], "charge": -2, "energy_ev": -328146.7339, "e_above_lowest_kcal_mol": 18.88, "s2": 2.027, "homo_lumo_gap_ev": [5.0135, 5.1439], "spin_multiplicity": 3, "fmax_ha_per_bohr": 0.0581, "elements": ["Ti", "C", "N", "C", "C", "C", "C", "C", "C", "C", "N", "C", "C", "C", "C", "C", "C", "N", "C", "C", "H", "H", "H", "H", "H", "H", "H", "H", "H", "H", "H", "H", "H", "H", "H", "H", "H", "H", "H", "H", "Se", "Sb", "Se", "Se", "Se", "C", "Te", "C", "C", "C", "C", "C", "C", "C", "H", "H", "H", "H", "H", "H", "H", "H"], "xyz": [[7.3968, -15.3227, -9.2261], [6.5326, -17.8539, -7.5377], [6.2764, -17.2973, -8.9185], [4.8493, -16.9874, -9.0465], [6.7602, -18.3657, -9.7661], [6.1826, -19.5805, -10.0021], [6.7746, -20.5613, -10.7994], [7.9810, -20.2791, -11.3995], [8.6390, -19.0778, -11.1281], [8.0476, -18.1132, -10.2568], [8.6387, -16.8763, -10.0779], [9.9911, -16.7231, -10.2702], [10.4274, -15.4971, -10.8381], [11.7671, -15.2671, -11.1240], [12.7146, -16.2059, -10.7394], [12.3424, -17.3834, -10.1373], [11.0283, -17.6413, -9.8808], [10.6860, -18.7685, -9.1142], [11.3678, -20.0095, -9.5176], [11.0110, -18.6541, -7.6747], [5.8837, -18.7242, -7.3800], [7.5433, -18.1484, -7.3737], [6.3166, -17.1231, -6.7794], [4.5980, -16.6993, -10.0454], [4.2314, -17.8724, -8.9458], [4.5578, -16.2274, -8.3659], [5.1851, -19.7524, -9.6307], [6.2559, -21.4827, -10.9938], [8.5360, -20.9958, -12.0558], [9.5600, -18.8385, -11.6310], [9.5827, -14.8600, -11.1371], [12.0027, -14.3399, -11.6312], [13.7894, -15.9483, -10.8964], [13.0983, -18.1142, -9.8904], [12.3911, -20.0659, -9.1020], [10.8097, -20.9337, -9.2490], [11.4540, -19.9758, -10.6775], [10.4554, -17.8017, -7.2613], [10.6160, -19.5320, -7.1141], [12.0715, -18.5512, -7.5112], [4.4538, -12.1114, -8.0783], [6.2476, -11.6371, -9.5797], [6.5555, -13.6997, -11.0263], [8.3001, -14.8374, -7.1565], [5.6420, -9.5325, -10.7627], [3.7943, -15.2915, -2.9411], [4.8740, -15.1952, -4.8531], [5.3664, -13.1611, -4.2646], [5.1303, -13.1189, -2.7778], [5.7385, -12.1831, -2.0047], [5.6292, -12.1638, -0.6150], [4.8664, -13.1234, -0.0142], [4.2334, -14.1210, -0.7568], [4.4089, -14.1356, -2.1279], [3.9459, -16.2479, -2.4259], [2.6664, -15.2470, -3.0712], [4.7796, -12.4079, -4.8550], [6.4015, -13.0512, -4.5174], [6.3078, -11.3683, -2.5488], [6.1488, -11.4365, -0.0520], [4.6320, -13.0910, 1.0700], [3.6071, -14.8533, -0.1494]], "forces_ev_per_a": [[0.78, -0.77, 0.10], [-1.17, 0.37, 0.08], [-0.09, -0.66, 1.30], [0.02, -1.19, -0.74], [1.29, 0.83, -0.61], [-0.91, -0.45, -0.23], [-0.41, 0.23, 0.11], [1.87, 0.14, -0.34], [-1.35, -0.25, 0.41], [1.34, 0.12, -1.66], [-1.04, -0.18, 0.84], [1.48, 0.50, -0.04], [-0.69, -1.05, -0.34], [-0.98, 0.12, 0.44], [1.66, 1.18, -0.77], [0.65, 0.43, -0.40], [-1.60, 0.80, 0.17], [0.36, -2.56, 1.50], [-0.24, 0.22, -2.58], [-2.10, 0.52, 0.03], [-0.02, -0.04, -0.12], [0.86, -0.08, -0.41], [-0.19, 0.48, 0.16], [0.30, 0.73, -0.75], [-0.21, -0.43, 0.72], [-0.19, 0.69, 0.70], [-0.19, -0.18, 0.22], [-0.14, -0.23, 0.01], [-0.86, 0.49, 0.53], [0.18, 0.02, 0.04], [0.75, 0.19, 0.02], [0.36, -0.03, 0.09], [-0.89, -0.47, 0.04], [0.07, -0.03, 0.25], [-0.16, -0.13, -0.13], [0.20, 0.72, 0.04], [-0.05, -0.35, 1.89], [0.38, 0.08, -0.06], [0.39, 0.30, -0.57], [0.65, 0.11, 0.19], [-0.42, -0.39, 0.59], [-0.08, 0.88, -0.08], [0.15, -0.36, -0.17], [-0.23, 0.15, -0.17], [0.37, -0.45, -0.08], [-0.60, 0.30, -0.26], [-0.29, 0.34, 0.43], [-1.22, -0.16, -0.51], [-0.24, -1.32, -0.35], [1.26, 2.40, -0.17], [-0.03, -0.29, -1.06], [-1.11, -0.49, 1.44], [-0.29, -0.08, 1.22], [-1.21, -1.24, -0.60], [0.33, 0.21, -0.18], [1.32, 0.45, 0.04], [0.42, -0.80, 0.52], [0.57, 0.19, -0.09], [-0.54, -1.04, 0.86], [0.36, 0.75, 0.53], [0.54, 0.01, -0.68], [0.84, 0.77, -1.35]], "mulliken_spin": [1.15, 0.05, -0.04, -0.01, 0.04, 0.00, 0.00, 0.00, 0.01, -0.05, 0.04, -0.09, 0.01, 0.01, 0.00, 0.00, -0.01, 0.00, 0.00, 0.00, 0.00, 0.00, -0.02, -0.01, 0.00, 0.03, 0.00, 0.00, 0.00, 0.00, 0.01, 0.00, 0.00, 0.00, 0.00, 0.00, 0.00, 0.00, 0.00, 0.00, 0.25, 0.27, 0.10, -0.10, 0.32, 0.00, 0.01, 0.00, 0.00, 0.00, 0.00, 0.00, 0.00, 0.00, 0.00, 0.00, 0.00, 0.00, 0.00, 0.00, 0.00, 0.00]}

Entry 2:
{"formula": "C24H28N4O", "method": "ωB97M-V/def2-TZVPD", "e_homo_ev": -7.7, "smiles": "CC(C)Cn1c(N2CCN(C(=O)/C=C/c3ccccc3)CC2)nc2ccccc21", "energy_ev": -33351.2543, "e_above_lowest_kcal_mol": 32.24, "homo_lumo_gap_ev": 7.9785, "spin_multiplicity": 1, "fmax_ha_per_bohr": 0.0128, "elements": ["C", "C", "C", "C", "N", "C", "N", "C", "C", "N", "C", "O", "C", "C", "C", "C", "C", "C", "C", "C", "C", "C", "N", "C", "C", "C", "C", "C", "C", "H", "H", "H", "H", "H", "H", "H", "H", "H", "H", "H", "H", "H", "H", "H", "H", "H", "H", "H", "H", "H", "H", "H", "H", "H", "H", "H", "H"], "xyz": [[-1.1459, 3.0739, -2.5439], [-0.2808, 1.9911, -1.8997], [1.1916, 2.2656, -2.1889], [-0.7267, 0.6017, -2.4094], [-0.5032, -0.4843, -1.4898], [-1.4272, -1.1403, -0.6995], [-2.7498, -0.7581, -0.6022], [-3.0686, 0.5987, -0.1874], [-3.3085, 0.6430, 1.3418], [-2.6715, -0.4854, 1.9722], [-1.3455, -0.5594, 2.3268], [-0.8972, -1.5632, 2.8446], [-0.4884, 0.6066, 2.0212], [0.7942, 0.3724, 1.7258], [1.7933, 1.3351, 1.3012], [1.6097, 2.7162, 1.3954], [2.5917, 3.5878, 0.9665], [3.7737, 3.1013, 0.4311], [3.9707, 1.7333, 0.3326], [2.9934, 0.8588, 0.7667], [-3.3237, -1.7291, 1.6149], [-3.5911, -1.7246, 0.0892], [-0.9650, -2.2274, -0.1501], [0.3390, -2.3268, -0.5541], [1.2976, -3.2790, -0.2378], [2.5471, -3.1434, -0.8089], [2.8330, -2.1038, -1.6913], [1.8903, -1.1432, -2.0120], [0.6474, -1.2485, -1.4138], [-0.8419, 4.0571, -2.1930], [-2.1987, 2.9361, -2.3054], [-1.0334, 3.0480, -3.6256], [-0.4077, 2.0267, -0.8116], [1.8266, 1.5625, -1.6588], [1.3920, 2.1976, -3.2565], [1.4561, 3.2665, -1.8549], [-0.1882, 0.3730, -3.3349], [-1.7959, 0.6173, -2.6414], [-2.2469, 1.2576, -0.4493], [-3.9689, 0.9232, -0.7223], [-2.9565, 1.5821, 1.7671], [-4.3789, 0.5621, 1.5589], [-0.9157, 1.5966, 1.9888], [1.1236, -0.6591, 1.7637], [0.6999, 3.1107, 1.8231], [2.4377, 4.6541, 1.0520], [4.5387, 3.7860, 0.0958], [4.8905, 1.3482, -0.0825], [3.1447, -0.2079, 0.6843], [-2.6385, -2.5337, 1.8821], [-4.2593, -1.8387, 2.1727], [-3.3855, -2.7093, -0.3268], [-4.6270, -1.4483, -0.1270], [1.0600, -4.0870, 0.4345], [3.3193, -3.8634, -0.5795], [3.8146, -2.0457, -2.1389], [2.1266, -0.3572, -2.7122]], "forces_ev_per_a": [[0.11, -0.18, 0.22], [-0.02, 0.07, -0.21], [-0.18, -0.07, 0.23], [-0.13, 0.44, 0.03], [-0.03, -0.22, 0.18], [0.15, -0.22, -0.20], [-0.01, 0.04, -0.18], [-0.15, 0.18, 0.01], [0.11, 0.17, -0.15], [-0.17, -0.02, 0.10], [-0.07, -0.19, 0.45], [0.19, -0.03, -0.02], [0.43, 0.06, -0.08], [-0.57, -0.23, 0.14], [0.40, 0.38, -0.15], [0.00, -0.12, 0.00], [-0.04, 0.11, 0.00], [0.07, -0.04, -0.04], [0.12, 0.09, -0.05], [-0.22, -0.01, 0.13], [0.03, -0.34, 0.12], [-0.11, -0.14, -0.02], [-0.44, -0.09, 0.29], [0.22, 0.44, -0.44], [-0.09, 0.12, 0.00], [0.16, -0.12, 0.04], [0.12, 0.01, -0.08], [-0.01, 0.17, -0.15], [0.19, -0.49, 0.34], [0.01, 0.12, -0.02], [-0.15, 0.00, -0.01], [-0.02, 0.04, -0.18], [-0.06, -0.08, -0.04], [0.14, -0.03, 0.02], [0.05, -0.02, -0.17], [0.07, 0.08, 0.02], [-0.10, 0.00, -0.01], [0.09, -0.05, -0.02], [-0.03, 0.03, -0.04], [0.11, 0.09, 0.04], [-0.10, -0.02, -0.03], [0.10, 0.08, 0.01], [0.00, 0.15, -0.09], [-0.03, -0.12, 0.03], [-0.10, 0.04, 0.05], [-0.01, 0.07, 0.01], [0.06, 0.05, -0.02], [0.07, -0.04, -0.03], [0.00, -0.13, -0.01], [-0.20, 0.09, -0.03], [0.01, -0.03, -0.04], [-0.13, 0.02, 0.05], [0.03, -0.04, -0.02], [-0.04, -0.11, 0.09], [0.05, -0.06, 0.02], [0.07, 0.00, -0.04], [0.04, 0.11, -0.04]], "nbo_charge": [-0.61, -0.22, -0.62, -0.22, -0.39, 0.57, -0.45, -0.22, -0.24, -0.45, 0.67, -0.61, -0.32, -0.15, -0.01, -0.21, -0.22, -0.20, -0.22, -0.20, -0.24, -0.23, -0.55, 0.18, -0.22, -0.24, -0.23, -0.25, 0.09, 0.21, 0.20, 0.21, 0.20, 0.22, 0.20, 0.22, 0.21, 0.22, 0.21, 0.20, 0.21, 0.20, 0.20, 0.24, 0.21, 0.21, 0.21, 0.22, 0.23, 0.27, 0.19, 0.24, 0.19, 0.22, 0.21, 0.21, 0.22]}

Entry 3:
{"formula": "C24H28N6O2S", "method": "ωB97M-V/def2-TZVPD", "e_homo_ev": -7.8, "smiles": "CCCCc1c(N=C=O)c(N)c(CCCO)c2nsnc12.c1ccncc1.c1ccncc1", "energy_ev": -49204.7505, "e_above_lowest_kcal_mol": 224.49, "homo_lumo_gap_ev": 6.8421, "spin_multiplicity": 1, "fmax_ha_per_bohr": 0.1448, "elements": ["C", "C", "C", "C", "C", "C", "N", "C", "O", "C", "N", "C", "C", "C", "C", "O", "C", "N", "S", "N", "C", "H", "H", "H", "H", "H", "H", "H", "H", "H", "H", "H", "H", "H", "H", "H", "H", "H", "H", "C", "C", "C", "N", "C", "C", "H", "H", "H", "H", "H", "C", "C", "C", "N", "C", "C", "H", "H", "H", "H", "H"], "xyz": [[7.2804, 0.2943, 2.0111], [7.4839, 1.1833, 0.6927], [6.5911, 2.5068, 0.5644], [5.3407, 2.6489, 1.5555], [3.9591, 2.0259, 1.0316], [2.6469, 2.8743, 1.2852], [2.6661, 4.2254, 1.9419], [2.1780, 4.0285, 3.1414], [1.6893, 3.8136, 4.2635], [1.2232, 2.2783, 0.8267], [-0.0091, 3.0870, 1.0795], [1.0768, 0.8838, 0.1352], [-0.3257, 0.2126, -0.3082], [-0.4485, -1.1684, 0.5756], [-1.8077, -1.1923, 1.4590], [-1.5406, -0.5346, 2.7478], [2.3821, 0.0041, -0.1753], [2.4870, -1.2826, -0.8195], [4.1807, -1.6789, -0.8288], [4.7936, -0.3000, -0.0210], [3.7522, 0.6470, 0.3082], [7.1116, 0.8940, 2.9830], [8.2740, -0.2887, 2.1833], [6.4606, -0.5057, 1.9455], [8.6093, 1.4672, 0.6239], [7.2911, 0.5117, -0.2312], [7.2794, 3.4197, 0.7424], [6.2276, 2.6011, -0.5372], [5.5015, 2.2727, 2.6255], [5.1427, 3.7922, 1.6619], [0.1791, 4.0901, 0.8532], [-0.7614, 2.8174, 0.4249], [-0.1721, -0.1470, -1.3952], [-1.2346, 0.8928, -0.1656], [0.4241, -1.1729, 1.3469], [-0.2970, -2.1111, -0.0644], [-2.0379, -2.2946, 1.7013], [-2.6422, -0.6671, 0.8717], [-0.8222, -1.0877, 3.1424], [-4.6420, -5.2736, -1.4816], [-4.2495, -5.5328, -0.1759], [-3.5881, -4.5339, 0.5201], [-3.2999, -3.3271, 0.0037], [-3.6897, -3.1032, -1.2630], [-4.3591, -4.0348, -2.0402], [-5.1632, -6.0299, -2.0588], [-4.4531, -6.4889, 0.2906], [-3.2640, -4.6875, 1.5449], [-3.4424, -2.1214, -1.6560], [-4.6514, -3.7987, -3.0562], [-6.8820, 1.5985, -2.6486], [-6.8938, 0.2922, -2.1804], [-5.7651, -0.4859, -2.3809], [-4.6583, -0.0511, -3.0067], [-4.6742, 1.2167, -3.4515], [-5.7510, 2.0748, -3.2973], [-7.7460, 2.2395, -2.5097], [-7.7598, -0.1122, -1.6709], [-5.7245, -1.5121, -2.0306], [-3.7688, 1.5412, -3.9549], [-5.7075, 3.0890, -3.6747]], "forces_ev_per_a": [[0.97, -0.53, 0.49], [0.35, -0.63, -0.36], [0.25, 0.23, -0.26], [-1.01, 0.61, -0.47], [-3.86, 1.35, 0.17], [1.26, -4.38, -2.02], [-1.82, -2.59, 3.92], [-1.24, -0.91, 2.01], [3.04, 1.65, -6.60], [0.73, -2.62, -1.57], [2.11, -0.24, -1.28], [1.50, 1.79, 0.60], [1.93, -0.93, 0.52], [-0.16, 0.48, 0.76], [1.47, -1.06, -0.10], [0.29, -0.79, -0.91], [0.44, 1.00, 0.60], [1.63, 3.91, 2.14], [-2.28, 4.04, 1.94], [-3.01, 1.37, 0.00], [0.40, -2.79, -1.19], [0.28, -0.76, -1.64], [-1.70, 0.94, -0.26], [1.06, 1.45, -0.13], [-1.95, -0.31, 0.20], [0.24, 1.06, 1.65], [-1.18, -1.43, -0.17], [0.48, -0.11, 1.97], [0.07, 0.37, -1.64], [0.16, -2.04, -0.17], [0.06, -1.10, 0.48], [0.68, -0.15, 0.63], [-0.54, 0.99, 1.58], [1.38, -1.05, -0.29], [-1.46, -0.04, -1.35], [-0.51, 1.55, 0.80], [-0.05, 1.92, -0.70], [1.06, -0.85, 1.33], [-0.91, 0.83, -0.39], [-0.04, -0.05, -0.05], [-0.04, 0.03, -0.11], [0.18, 0.61, -0.16], [-0.52, -0.79, -0.61], [0.31, 0.09, 0.56], [-0.04, -0.17, 0.08], [0.04, 0.05, 0.04], [0.02, 0.06, -0.01], [-0.03, -0.06, -0.02], [-0.03, -0.04, -0.09], [0.04, 0.02, 0.05], [-0.07, 0.05, 0.01], [0.01, 0.16, -0.07], [0.52, 0.08, -0.28], [-0.56, 0.38, 0.14], [0.18, -0.57, 0.13], [-0.12, -0.08, 0.08], [0.07, -0.05, -0.01], [0.07, 0.00, -0.02], [-0.10, 0.06, 0.03], [-0.06, 0.04, 0.02], [0.02, -0.07, 0.01]], "nbo_charge": [-0.64, -0.41, -0.41, -0.45, 0.00, 0.12, -0.59, 0.90, -0.47, 0.16, -0.82, -0.05, -0.45, -0.43, -0.07, -0.73, 0.14, -0.60, 0.82, -0.60, 0.11, 0.20, 0.21, 0.23, 0.20, 0.22, 0.21, 0.22, 0.23, 0.24, 0.38, 0.38, 0.24, 0.22, 0.21, 0.23, 0.19, 0.19, 0.46, -0.17, -0.26, 0.03, -0.43, 0.02, -0.26, 0.22, 0.22, 0.19, 0.21, 0.22, -0.16, -0.26, 0.03, -0.43, 0.03, -0.26, 0.22, 0.22, 0.20, 0.19, 0.22]}